DFT (ωB97M-V with the def2-TZVPD basis set) results for an isolated molecule of C4H5NO2.

Each atom is followed by the atoms it is bonded to, with distances in Å.
Positions of all 12 atoms, in Å:
1 O -2.101 -0.384 0.098  C2 1.194
2 C -0.979 -0.039 -0.124  O1 1.194, O3 1.366, N7 1.404
3 O -0.544 1.245 0.047  C2 1.366, C4 1.479
4 C 0.928 1.286 0.192  O3 1.479, C5 1.545, H8 1.109, H9 1.118
5 C 1.316 -0.095 -0.381  C4 1.545, C6 1.531, N7 1.498, H10 1.125
6 C 0.985 -1.281 0.529  C5 1.531, N7 1.495, H11 1.063, H12 1.087
7 N 0.054 -0.879 -0.570  C2 1.404, C5 1.498, C6 1.495
8 H 1.411 1.501 1.166  C4 1.109
9 H 1.384 2.064 -0.469  C4 1.118
10 H 2.240 -0.285 -0.994  C5 1.125
11 H 1.656 -2.070 0.289  C6 1.063
12 H 0.588 -1.171 1.535  C6 1.087

Output
**Calculated total energy**: -360.59892 hartree
**Structure (SMILES)**: O=C1OC[C@H]2CN12
**ΔE to the lowest compared entry with this formula, charge and spin**: 1.918 eV
**E_HOMO**: -10.07 eV